1.
{"formula": "C14H26Cl24O8P2", "method": "wB97M-V/def2-TZVPD", "de_lowest_kcal_mol": 0.0, "charge": 0, "gap_ev": 10.67, "lumo_ev": 0.15, "symbols": ["C", "O", "P", "O", "O", "C", "O", "C", "H", "H", "H", "H", "H", "H", "H", "H", "H", "C", "O", "P", "O", "O", "C", "O", "C", "H", "H", "H", "H", "H", "H", "H", "H", "H", "C", "Cl", "Cl", "Cl", "H", "C", "Cl", "Cl", "Cl", "H", "C", "Cl", "Cl", "Cl", "H", "C", "Cl", "Cl", "Cl", "H", "C", "Cl", "Cl", "Cl", "H", "C", "Cl", "Cl", "Cl", "H", "C", "Cl", "Cl", "Cl", "H", "C", "Cl", "Cl", "Cl", "H"], "xyz": [[-4.578, 15.814, 11.557], [-4.229, 14.997, 10.441], [-5.378, 14.238, 9.648], [-5.927, 13.030, 10.262], [-6.467, 15.400, 9.375], [-7.731, 15.048, 8.801], [-4.762, 14.020, 8.175], [-3.379, 13.616, 8.109], [-4.045, 16.765, 11.517], [-4.221, 15.319, 12.461], [-5.639, 16.036, 11.643], [-7.786, 15.560, 7.842], [-8.510, 15.264, 9.530], [-7.821, 13.978, 8.594], [-2.770, 14.515, 8.012], [-3.322, 13.002, 7.212], [-3.020, 13.054, 8.971], [-3.515, 20.555, 7.240], [-4.371, 20.998, 8.309], [-3.932, 20.786, 9.821], [-2.533, 21.093, 10.154], [-4.327, 19.277, 10.165], [-5.669, 18.826, 9.996], [-5.084, 21.638, 10.563], [-4.845, 22.985, 10.918], [-3.317, 21.470, 6.677], [-3.949, 19.826, 6.567], [-2.549, 20.280, 7.665], [-6.336, 19.658, 9.759], [-6.022, 18.372, 10.921], [-5.753, 18.089, 9.200], [-5.426, 23.667, 10.290], [-3.822, 23.363, 10.907], [-5.214, 23.147, 11.933], [-7.626, 19.470, 3.680], [-7.223, 17.849, 3.016], [-7.303, 20.773, 2.572], [-6.690, 19.655, 5.171], [-8.673, 19.445, 3.952], [0.196, 21.219, 6.286], [0.411, 22.600, 5.185], [1.778, 20.793, 6.951], [-0.529, 19.868, 5.416], [-0.474, 21.473, 7.098], [-9.879, 24.260, 11.829], [-10.508, 22.619, 11.672], [-8.148, 24.220, 11.371], [-10.096, 24.922, 13.450], [-10.462, 24.842, 11.128], [-2.864, 21.379, 2.170], [-3.867, 22.176, 0.942], [-3.525, 21.676, 3.805], [-1.227, 21.950, 2.052], [-2.905, 20.326, 1.924], [-6.067, 20.583, 13.565], [-7.684, 21.275, 13.641], [-6.097, 18.838, 13.774], [-5.005, 21.320, 14.808], [-5.663, 20.859, 12.598], [-3.534, 26.028, 13.988], [-2.093, 25.415, 13.188], [-3.102, 26.790, 15.540], [-4.694, 24.701, 14.236], [-3.991, 26.745, 13.319], [-1.120, 17.789, 10.493], [0.380, 18.343, 9.732], [-0.844, 17.120, 12.088], [-2.006, 16.618, 9.487], [-1.797, 18.636, 10.535], [-3.621, 16.758, 5.183], [-2.000, 16.986, 5.872], [-3.825, 17.828, 3.806], [-4.807, 17.049, 6.479], [-3.746, 15.734, 4.855]]}



2.
{"formula": "C14H26IOP2RuTe", "method": "wB97M-V/def2-TZVPD", "charge": 2, "gap_ev": [5.60, 2.65], "s_squared": 8.794, "lumo_ev": [-7.00, -11.33], "multiplicity": 6, "symbols": ["C", "I", "H", "H", "H", "Ru", "P", "C", "C", "H", "H", "H", "H", "H", "H", "C", "H", "H", "H", "P", "C", "C", "H", "H", "H", "C", "H", "H", "H", "H", "H", "H", "C", "O", "Te", "C", "C", "C", "C", "C", "C", "H", "H", "H", "H", "H"], "xyz": [[-2.598, 4.729, -3.906], [-1.289, 3.189, -3.148], [-3.519, 4.678, -3.331], [-2.768, 4.514, -4.958], [-2.088, 5.679, -3.766], [-0.080, 0.577, -0.485], [-1.216, -0.981, -1.771], [-0.526, -1.392, -3.418], [-1.390, -2.616, -0.962], [-2.003, -3.293, -1.566], [-3.470, -1.313, -2.673], [-1.853, -2.461, 0.016], [-3.450, -0.302, -1.192], [0.488, -1.782, -3.299], [-0.398, -3.051, -0.814], [-2.948, -0.512, -2.140], [-1.145, -2.138, -3.929], [-2.952, 0.398, -2.747], [-0.474, -0.485, -4.026], [0.849, 2.091, 1.004], [2.388, 2.948, 0.499], [-0.275, 3.465, 1.456], [0.390, 0.870, 3.025], [1.640, 2.121, 3.323], [2.059, 0.599, 2.481], [1.283, 1.356, 2.625], [-1.209, 3.032, 1.822], [0.171, 4.104, 2.226], [2.730, 3.636, 1.279], [2.206, 3.507, -0.423], [-0.491, 4.061, 0.565], [3.167, 2.207, 0.301], [1.216, 0.835, -1.736], [2.050, 1.001, -2.541], [2.033, -1.283, -0.006], [1.510, -2.484, 1.655], [2.299, -3.623, 1.870], [2.054, -4.455, 2.962], [1.018, -4.152, 3.847], [0.225, -3.017, 3.635], [0.468, -2.181, 2.534], [3.110, -3.859, 1.193], [2.672, -5.330, 3.123], [0.834, -4.795, 4.698], [-0.575, -2.785, 4.325], [-0.143, -1.306, 2.375]]}



3.
{"formula": "C14H26IOP2SeTi", "method": "wB97M-V/def2-TZVPD", "charge": 2, "gap_ev": [5.99, 6.33], "s_squared": 0.802, "lumo_ev": [-8.37, -8.07], "multiplicity": 2, "symbols": ["C", "I", "H", "H", "H", "Ti", "P", "C", "C", "H", "H", "H", "H", "H", "H", "C", "H", "H", "H", "P", "C", "C", "H", "H", "H", "C", "H", "H", "H", "H", "H", "H", "C", "O", "Se", "C", "C", "C", "C", "C", "C", "H", "H", "H", "H", "H"], "xyz": [[-0.382, -0.147, -5.885], [-0.239, -0.255, -3.599], [0.657, -0.021, -6.192], [-0.996, 0.699, -6.202], [-0.788, -1.092, -6.249], [-0.792, -0.129, -0.793], [-0.172, 2.259, -0.787], [-1.702, 3.208, -1.096], [0.495, 3.063, 0.704], [0.548, 4.141, 0.498], [0.964, 3.888, -2.097], [1.499, 2.688, 0.939], [1.954, 2.393, -1.904], [-2.422, 3.043, -0.282], [-0.149, 2.878, 1.573], [0.951, 2.792, -2.103], [-1.426, 4.271, -1.145], [0.601, 2.411, -3.071], [-2.155, 2.899, -2.047], [-0.154, -2.477, -0.461], [-1.671, -3.489, -0.617], [0.979, -3.181, -1.687], [1.531, -2.664, 1.305], [0.554, -4.154, 1.086], [-0.119, -2.731, 1.965], [0.519, -3.055, 1.133], [1.972, -2.732, -1.557], [1.020, -4.261, -1.502], [-1.370, -4.543, -0.518], [-2.138, -3.324, -1.597], [0.616, -2.968, -2.701], [-2.389, -3.225, 0.173], [-2.718, -0.230, -1.436], [-3.735, -0.297, -2.001], [-1.357, 0.045, 1.551], [0.057, 0.238, 2.977], [-0.427, 0.473, 4.278], [0.458, 0.621, 5.355], [1.846, 0.510, 5.136], [2.317, 0.257, 3.847], [1.431, 0.119, 2.773], [-1.499, 0.557, 4.452], [0.100, 0.817, 6.369], [2.536, 0.610, 5.971], [3.392, 0.169, 3.683], [1.799, -0.074, 1.761]]}



4.
{"formula": "C14H26IrN2O9PSTe", "method": "wB97M-V/def2-TZVPD", "de_lowest_kcal_mol": 0.0, "charge": 0, "gap_ev": 8.10, "lumo_ev": 0.32, "symbols": ["Ir", "C", "N", "C", "C", "C", "O", "N", "C", "O", "H", "H", "H", "H", "H", "C", "S", "O", "O", "O", "H", "H", "H", "C", "C", "C", "O", "C", "H", "H", "H", "H", "H", "H", "H", "H", "C", "C", "O", "P", "O", "Te", "O", "C", "C", "H", "H", "H", "H", "H", "H", "H", "H", "H", "H"], "xyz": [[0.489, 0.627, -0.586], [-0.410, -2.677, -4.934], [0.399, -1.792, -4.107], [1.604, -1.327, -4.534], [2.377, -0.491, -3.807], [1.839, -0.107, -2.546], [2.309, 0.716, -1.699], [0.663, -0.624, -2.126], [-0.144, -1.444, -2.855], [-1.211, -1.889, -2.491], [0.186, -3.005, -5.783], [-1.301, -2.161, -5.287], [-0.724, -3.538, -4.349], [1.906, -1.673, -5.514], [3.324, -0.119, -4.158], [-2.291, 3.181, -0.443], [-0.529, 3.175, -0.394], [-0.096, 4.534, -0.313], [-0.101, 2.307, 0.753], [-0.082, 2.415, -1.611], [-2.639, 3.633, 0.484], [-2.639, 2.158, -0.547], [-2.587, 3.792, -1.293], [4.574, 2.704, 1.890], [4.422, 1.699, 3.048], [3.241, 0.810, 2.609], [2.953, 1.152, 1.261], [3.275, 2.528, 1.112], [5.421, 2.435, 1.258], [4.719, 3.727, 2.234], [4.195, 2.203, 3.987], [5.331, 1.118, 3.197], [2.357, 0.998, 3.230], [3.463, -0.255, 2.646], [2.466, 3.146, 1.519], [3.368, 2.726, 0.045], [-3.502, 0.125, 3.978], [-3.048, 0.275, 2.548], [-1.843, -0.507, 2.375], [-1.417, -0.951, 0.909], [-1.487, 0.214, -0.076], [0.906, -1.459, 0.970], [-2.515, -1.992, 0.456], [-2.438, -3.383, 0.830], [-3.126, -4.186, -0.246], [-4.381, 0.746, 4.156], [-2.713, 0.437, 4.662], [-3.760, -0.911, 4.196], [-2.800, 1.310, 2.309], [-3.813, -0.072, 1.849], [-2.913, -3.505, 1.805], [-1.385, -3.667, 0.917], [-4.137, -3.814, -0.407], [-3.184, -5.234, 0.051], [-2.574, -4.107, -1.181]]}



5.
{"formula": "C14H26N3O2PdS4SbSi", "method": "wB97M-V/def2-TZVPD", "de_lowest_kcal_mol": 5.4, "charge": -2, "gap_ev": [5.16, 5.39], "s_squared": 6.080, "lumo_ev": [4.34, 3.83], "multiplicity": 5, "symbols": ["Pd", "C", "O", "C", "O", "N", "N", "H", "H", "H", "H", "H", "H", "S", "Sb", "S", "S", "S", "C", "C", "C", "C", "C", "C", "C", "C", "N", "H", "H", "H", "H", "H", "H", "H", "H", "H", "C", "Si", "C", "C", "C", "H", "H", "H", "H", "H", "H", "H", "H", "H", "H", "H"], "xyz": [[-0.552, -1.538, -0.853], [-3.693, 2.132, -0.105], [-4.409, 3.287, 0.363], [-3.807, 4.491, 0.312], [-4.238, 5.460, 0.874], [-2.708, 4.524, -0.519], [-1.781, 5.568, -0.411], [-4.314, 1.225, 0.137], [-2.682, 2.133, 0.326], [-3.536, 2.230, -1.213], [-2.442, 3.752, -1.073], [-1.846, 6.125, -1.240], [-0.872, 5.184, -0.239], [-4.413, -5.196, -1.006], [-3.654, -2.737, -1.028], [-1.895, -3.139, 0.467], [-2.375, -0.621, -1.929], [-5.511, -1.714, -0.042], [-0.841, 0.872, 1.424], [0.068, 0.111, 2.334], [0.297, 0.606, 3.619], [1.026, -0.123, 4.560], [1.559, -1.360, 4.231], [1.387, -1.847, 2.942], [1.952, -3.119, 2.395], [0.677, -1.109, 1.936], [0.639, -1.639, 0.710], [-1.033, 1.825, 1.947], [-1.769, 0.342, 1.292], [-0.457, 1.028, 0.444], [-0.229, 1.456, 3.949], [1.176, 0.382, 5.510], [2.105, -1.967, 4.901], [2.347, -3.658, 3.223], [2.795, -2.936, 1.750], [1.186, -3.670, 1.808], [2.634, -0.864, -4.483], [2.322, -1.044, -2.537], [2.763, -2.762, -1.992], [3.810, -0.086, -1.654], [0.649, -0.384, -1.982], [3.666, -1.193, -4.683], [2.488, 0.143, -4.920], [1.931, -1.452, -5.034], [2.720, -2.830, -0.892], [3.724, -2.996, -2.388], [2.030, -3.464, -2.383], [4.591, -0.778, -1.521], [3.381, 0.150, -0.667], [4.053, 0.872, -2.120], [0.177, -0.255, -2.955], [0.904, 0.578, -1.583]]}



6.
{"formula": "C14H26N4O3", "method": "wB97M-V/def2-TZVPD", "de_lowest_kcal_mol": 129.5, "charge": 0, "gap_ev": 10.00, "lumo_ev": 0.44, "symbols": ["C", "C", "N", "H", "H", "H", "C", "C", "N", "H", "H", "H", "C", "C", "N", "H", "H", "H", "C", "C", "N", "H", "H", "H", "C", "O", "C", "C", "O", "C", "C", "O", "C", "H", "H", "H", "H", "H", "H", "H", "H", "H", "H", "H", "H", "H", "H"], "xyz": [[-4.196, -3.294, 0.713], [-4.622, -2.795, -0.643], [-5.005, -2.418, -1.710], [-3.935, -4.340, 0.553], [-5.097, -3.338, 1.324], [-3.505, -2.652, 1.259], [-0.568, -2.990, 0.896], [0.441, -1.950, 1.236], [1.218, -1.095, 1.524], [-0.851, -2.770, -0.133], [-1.405, -3.074, 1.589], [-0.123, -3.976, 0.758], [-1.125, 1.525, 2.667], [-1.841, 0.324, 2.185], [-2.429, -0.567, 1.781], [-1.232, 1.524, 3.752], [-1.587, 2.459, 2.347], [-0.053, 1.426, 2.498], [-1.891, -2.101, 5.118], [-2.877, -2.766, 4.335], [-3.651, -3.298, 3.677], [-1.190, -2.915, 5.304], [-2.349, -1.809, 6.063], [-1.411, -1.307, 4.546], [-1.115, 4.664, -0.884], [-0.083, 3.717, -0.419], [0.556, 2.957, -1.489], [1.366, 1.802, -0.917], [2.588, 1.644, -1.634], [2.484, 0.919, -2.791], [3.764, 0.941, -3.553], [4.787, 0.242, -2.859], [5.793, -0.424, -3.613], [-1.656, 5.134, -0.063], [-1.704, 4.158, -1.649], [-0.568, 5.423, -1.444], [1.258, 3.662, -1.932], [-0.124, 2.623, -2.272], [0.711, 0.933, -0.866], [1.535, 1.996, 0.142], [1.682, 1.215, -3.467], [2.255, -0.086, -2.438], [4.037, 1.990, -3.663], [3.627, 0.500, -4.540], [6.293, 0.303, -4.255], [5.325, -1.251, -4.147], [6.471, -0.865, -2.882]]}



7.
{"formula": "C14H27As3N2PdS4", "method": "wB97M-V/def2-TZVPD", "de_lowest_kcal_mol": 0.0, "charge": 2, "gap_ev": [7.05, 6.07], "s_squared": 6.018, "lumo_ev": [-5.73, -8.49], "multiplicity": 5, "symbols": ["Pd", "C", "As", "C", "C", "C", "C", "C", "C", "C", "As", "C", "C", "H", "H", "H", "H", "H", "H", "H", "H", "H", "H", "H", "H", "H", "H", "H", "H", "S", "As", "S", "S", "S", "N", "C", "C", "N", "C", "C", "H", "H", "H", "H", "H", "H", "H", "H", "H", "H", "H"], "xyz": [[-0.748, 0.196, -0.548], [3.135, -0.232, -1.229], [1.621, 0.552, -0.266], [2.192, -0.116, 1.495], [1.908, 2.490, -0.215], [3.208, 3.009, -0.130], [3.410, 4.382, -0.177], [2.282, 5.221, -0.326], [1.002, 4.713, -0.449], [0.814, 3.329, -0.431], [-1.015, 2.645, -0.368], [-2.034, 3.565, -1.678], [-1.756, 3.443, 1.243], [4.008, -0.158, -0.540], [3.355, 0.264, -2.172], [2.903, -1.293, -1.421], [3.120, 0.331, 1.908], [2.449, -1.174, 1.366], [1.376, 0.058, 2.189], [4.032, 2.296, -0.024], [4.437, 4.813, -0.228], [2.418, 6.298, -0.380], [0.186, 5.413, -0.576], [-2.679, 4.247, -1.169], [-2.636, 2.888, -2.265], [-1.413, 4.182, -2.324], [-1.643, 4.543, 1.205], [-1.185, 3.060, 2.135], [-2.803, 3.259, 1.443], [-4.376, -2.629, 0.901], [-3.546, -0.512, 0.851], [-3.232, -0.051, -1.209], [-1.709, -0.204, 1.833], [-5.291, 0.330, 1.914], [-1.064, -5.157, 0.607], [0.273, -4.557, 0.843], [0.133, -3.035, 0.680], [-0.301, -2.672, -0.667], [-1.546, -3.350, -1.013], [-1.520, -4.890, -0.736], [-1.740, -4.769, 1.292], [-1.065, -6.182, 0.739], [0.922, -4.883, 0.047], [0.678, -4.886, 1.780], [1.056, -2.512, 0.902], [-0.586, -2.639, 1.426], [0.407, -2.885, -1.372], [-1.655, -3.224, -2.079], [-2.359, -2.907, -0.474], [-0.875, -5.368, -1.467], [-2.547, -5.239, -0.865]]}



8.
{"formula": "C14H27FN2O7P2", "method": "wB97M-V/def2-TZVPD", "charge": 0, "gap_ev": 9.01, "lumo_ev": 0.10, "symbols": ["N", "P", "C", "C", "C", "C", "O", "F", "C", "O", "N", "C", "P", "O", "O", "O", "H", "H", "H", "H", "H", "H", "H", "H", "H", "H", "H", "C", "C", "C", "O", "C", "H", "H", "H", "H", "H", "H", "H", "H", "C", "C", "C", "O", "C", "H", "H", "H", "H", "H", "H", "H", "H"], "xyz": [[-0.546, -2.534, 1.936], [-0.236, -1.005, 1.846], [0.763, -0.640, 0.365], [0.056, -0.792, -0.998], [-0.649, -2.103, -1.358], [-2.139, -1.931, -1.264], [-2.891, -2.273, -0.422], [-2.594, -1.207, -2.341], [1.208, -0.422, -1.936], [1.358, -0.795, -3.056], [2.112, 0.458, -1.252], [1.463, 0.697, 0.069], [2.593, 1.353, 1.345], [2.651, 0.487, 2.521], [3.964, 1.546, 0.575], [2.102, 2.846, 1.654], [-0.251, -2.950, 2.809], [-1.360, -0.175, 1.632], [0.443, -0.407, 2.913], [1.535, -1.420, 0.388], [-0.646, 0.045, -1.138], [-0.343, -2.915, -0.702], [-0.393, -2.346, -2.391], [2.958, -0.093, -1.113], [0.674, 1.427, -0.150], [4.327, 2.446, 0.642], [1.577, 3.241, 0.952], [5.441, 5.519, -2.009], [4.733, 6.430, -1.007], [3.727, 5.475, -0.379], [4.341, 4.182, -0.405], [5.507, 4.207, -1.241], [6.425, 5.877, -2.306], [4.833, 5.401, -2.908], [5.439, 6.786, -0.255], [4.256, 7.295, -1.464], [2.801, 5.439, -0.963], [3.481, 5.726, 0.653], [6.399, 4.163, -0.607], [5.492, 3.327, -1.884], [-6.624, -5.570, 0.687], [-5.358, -4.775, 0.369], [-5.729, -3.391, 0.884], [-6.616, -3.600, 1.988], [-7.039, -4.961, 2.020], [-6.464, -6.646, 0.748], [-7.388, -5.381, -0.071], [-4.510, -5.171, 0.931], [-5.096, -4.771, -0.687], [-6.252, -2.811, 0.115], [-4.867, -2.820, 1.221], [-6.545, -5.471, 2.855], [-8.117, -4.991, 2.190]]}